[1]
ORCA calculation (the ωB97M-V functional and the def2-TZVPD basis) on a structure of composition C36H50BN6TeW.

Properties
Net charge: +3
Lowest unoccupied orbital energy (alpha / beta) (eV): -10.590 / -10.560
E_HOMO (alpha / beta) (eV): -16.43 / -16.44

```
95
C36H50BN6TeW the ωB97M-V functional and the def2-TZVPD basis
W -0.291 -0.026 0.278
C 0.213 -4.220 -3.042
C 0.210 -2.785 -2.675
C 0.403 -1.670 -3.510
C 0.210 -0.554 -2.740
N 0.013 -0.966 -1.432
N -0.045 -2.346 -1.443
B -0.781 -3.013 -0.250
N 0.052 -2.800 1.034
N 0.119 -1.514 1.535
C 0.626 -1.610 2.817
C 0.925 -2.924 3.064
C 0.546 -3.654 1.925
C 0.595 -5.121 1.712
C 0.716 -0.442 3.764
C 2.187 -0.086 4.053
C 0.046 -0.853 5.092
C -0.084 0.739 3.221
N -2.132 -2.258 -0.053
N -2.138 -0.895 0.165
C -3.445 -0.511 0.302
C -4.245 -1.621 0.190
C -3.390 -2.711 -0.036
C -3.751 -4.137 -0.228
C -3.808 0.939 0.467
C -4.021 1.559 -0.922
C -5.100 1.075 1.283
C -2.695 1.663 1.216
C -0.079 0.848 -3.199
C -1.435 0.774 -3.937
C 0.980 1.363 -4.177
C -0.219 1.791 -2.011
H 0.628 -4.351 -4.038
H 0.798 -4.806 -2.335
H -0.807 -4.611 -3.045
H 0.582 -1.705 -4.572
H -0.963 -4.163 -0.459
H 1.332 -3.339 3.970
H 1.243 -5.585 2.451
H -0.405 -5.544 1.824
H 0.959 -5.367 0.716
H 2.807 -0.078 3.157
H 2.252 0.892 4.529
H 2.619 -0.817 4.736
H 0.578 -1.680 5.556
H 0.073 -0.014 5.788
H -0.994 -1.146 4.942
H 0.038 0.927 2.106
H -1.150 0.619 3.395
H 0.249 1.705 3.600
H -5.318 -1.667 0.258
H -4.823 -4.269 -0.106
H -3.476 -4.472 -1.229
H -3.238 -4.770 0.496
H -4.856 1.082 -1.433
H -4.249 2.621 -0.822
H -3.139 1.455 -1.555
H -5.936 0.615 0.758
H -5.009 0.612 2.266
H -5.344 2.128 1.419
H -1.676 1.574 0.723
H -2.840 2.744 1.216
H -2.597 1.320 2.242
H -1.372 0.112 -4.798
H -2.235 0.409 -3.290
H -1.703 1.770 -4.293
H 0.984 0.750 -5.078
H 0.734 2.381 -4.478
H 1.976 1.353 -3.745
H -0.901 1.313 -1.249
H 0.719 2.132 -1.576
H -0.828 2.665 -2.251
Te 2.470 0.797 0.543
C 3.295 1.175 -1.352
C 3.817 0.091 -2.051
C 4.521 0.320 -3.224
C 4.709 1.619 -3.680
C 4.192 2.693 -2.969
C 3.482 2.478 -1.794
C 2.423 2.745 1.304
C 1.323 3.582 1.146
C 1.368 4.868 1.662
C 2.507 5.311 2.323
C 3.603 4.472 2.474
C 3.565 3.179 1.970
H 3.721 -0.921 -1.672
H 4.948 -0.512 -3.767
H 5.274 1.795 -4.586
H 4.358 3.704 -3.317
H 3.116 3.325 -1.224
H 0.437 3.247 0.616
H 0.521 5.530 1.542
H 2.542 6.317 2.719
H 4.488 4.822 2.987
H 4.425 2.532 2.093
```

***

[2]
ORCA calculation (the ωB97M-V functional and the def2-TZVPD basis) on a structure of composition C7H13N2O3 at a distorted geometry.

Properties
Net charge: +1
Lowest unoccupied orbital energy (alpha / beta) (eV): -6.641 / -5.901
E_HOMO (alpha / beta) (eV): -14.39 / -14.42

```
25
C7H13N2O3 the ωB97M-V functional and the def2-TZVPD basis
C 1.374 -1.268 1.254
C -0.242 -0.434 -0.541
C 0.077 0.595 0.539
C -0.401 0.252 -1.922
C -1.575 -1.146 -0.207
C 1.191 1.534 0.162
C -1.024 1.448 1.062
N 0.947 -1.254 -0.630
N 0.677 -0.199 1.650
O 2.165 -2.048 1.585
O 0.338 -0.258 2.820
O 1.034 -2.403 -1.305
H -0.981 1.057 -1.566
H -0.976 -0.526 -2.573
H 0.586 0.695 -2.148
H -2.429 -0.452 0.179
H -1.483 -1.850 0.586
H -2.091 -1.669 -1.184
H 1.567 2.098 0.983
H 0.939 2.355 -0.444
H 2.040 1.231 -0.438
H -0.491 2.026 1.825
H -1.826 0.982 1.582
H -1.427 1.964 0.192
H 2.009 -2.731 -1.458
```

***

[3]
ORCA calculation (the ωB97M-V functional and the def2-TZVPD basis) on a cluster of 2 separate species, C6H13NO in total at a distorted geometry.

Properties
<S²>: 0.755
Net charge: +1
Lowest unoccupied orbital energy (alpha / beta) (eV): -3.185 / -7.900
E_HOMO (alpha / beta) (eV): -12.93 / -12.87
Spin multiplicity: 2

```
21
C6H13NO the ωB97M-V functional and the def2-TZVPD basis
C -0.400 -1.531 -2.712
N -0.888 -0.408 -1.958
C 0.067 0.546 -1.418
C -0.225 -0.409 3.370
C 0.384 -0.706 2.233
C -0.108 -0.549 0.848
C 0.516 0.249 -0.003
H -0.136 -2.360 -2.052
H 0.537 -1.338 -3.239
H -1.147 -1.728 -3.481
H -1.765 -0.568 -1.461
H -0.424 1.521 -1.347
H 0.875 0.489 -2.138
H -0.966 0.381 3.479
H 0.190 -0.641 4.344
H 1.375 -1.149 2.279
H -0.937 -1.237 0.692
H 1.478 0.676 0.223
H -0.018 3.268 0.325
H 1.211 2.548 0.883
O 0.381 2.948 1.132
```

***

[4]
ORCA calculation (the ωB97M-V functional and the def2-TZVPD basis) on a structure of composition C72H116F12N17O27S12 at a distorted geometry.

Properties
Net charge: +5
Lowest unoccupied orbital energy (eV): -8.796
E_HOMO (eV): -15.52

```
256
C72H116F12N17O27S12 the ωB97M-V functional and the def2-TZVPD basis
C 0.252 -2.708 -6.685
C 1.505 -1.854 -6.889
N 2.414 -1.757 -5.607
C 1.516 -1.425 -4.429
C 2.958 -3.093 -5.244
C 3.799 -3.159 -3.950
C 3.445 -0.787 -5.812
C 4.396 -1.055 -6.966
O 5.278 -2.056 -6.584
C 6.157 -2.413 -7.690
H -0.111 -2.854 -7.705
H -0.535 -2.207 -6.109
H 0.406 -3.716 -6.353
H 1.294 -0.825 -7.086
H 2.096 -2.341 -7.615
H 2.140 -1.043 -3.672
H 0.995 -2.361 -4.100
H 0.873 -0.623 -4.808
H 3.567 -3.409 -6.070
H 2.046 -3.696 -5.190
H 4.144 -4.223 -3.901
H 3.254 -3.005 -3.033
H 4.638 -2.461 -3.972
H 3.955 -0.760 -4.906
H 2.973 0.194 -5.957
H 5.005 -0.147 -7.095
H 3.854 -1.358 -7.866
H 5.581 -2.832 -8.518
H 6.605 -3.312 -7.329
H 6.896 -1.634 -7.848
C -1.480 4.209 0.388
C -2.267 4.858 -0.718
N -1.738 6.293 -1.040
C -0.272 6.252 -1.377
C -2.513 6.798 -2.191
C -2.370 5.988 -3.500
C -1.971 7.133 0.160
C -1.545 8.583 0.062
O -0.204 8.661 0.066
C 0.295 9.866 -0.497
H -1.787 3.153 0.487
H -1.621 4.640 1.393
H -0.428 4.075 0.133
H -3.299 5.067 -0.539
H -2.001 4.322 -1.648
H -0.056 7.172 -1.932
H -0.130 5.305 -1.935
H 0.297 6.329 -0.452
H -2.152 7.819 -2.368
H -3.563 6.822 -1.945
H -1.372 6.096 -3.848
H -3.020 6.405 -4.273
H -2.777 4.969 -3.346
H -1.459 6.755 1.037
H -3.046 7.073 0.436
H -1.871 9.111 0.970
H -2.037 9.062 -0.847
H 1.360 9.667 -0.544
H 0.204 10.752 0.083
H -0.156 9.971 -1.482
C -2.037 -7.714 -3.302
C -0.664 -7.069 -3.017
N -0.355 -6.502 -1.651
C -0.250 -7.620 -0.612
C 0.909 -5.683 -1.642
C 2.056 -6.378 -2.236
C -1.492 -5.670 -1.140
C -1.702 -4.279 -1.787
O -1.704 -4.331 -3.197
C -2.016 -3.009 -3.693
H -2.734 -6.936 -3.489
H -2.446 -8.307 -2.494
H -1.942 -8.375 -4.167
H -0.559 -6.222 -3.689
H 0.086 -7.822 -3.109
H 0.464 -8.338 -0.933
H -1.248 -8.025 -0.631
H 0.009 -7.119 0.333
H 1.007 -5.297 -0.630
H 0.672 -4.867 -2.317
H 2.913 -5.709 -2.097
H 1.862 -6.650 -3.243
H 2.432 -7.228 -1.710
H -1.485 -5.565 -0.023
H -2.296 -6.379 -1.252
H -0.935 -3.570 -1.337
H -2.666 -4.014 -1.391
H -1.090 -2.428 -3.838
H -2.742 -2.482 -2.982
H -2.581 -3.123 -4.626
C -5.346 8.996 6.462
N -4.073 8.304 6.072
C -3.095 9.027 5.463
C -1.973 8.360 5.038
C -1.927 6.952 5.145
C -2.861 6.281 5.941
C -3.913 7.034 6.436
C -0.759 6.206 4.555
C -0.895 4.892 4.116
C 0.200 4.166 3.724
N 1.396 4.745 3.881
C 1.604 6.025 4.176
C 0.524 6.780 4.555
C 2.636 3.932 3.645
H -5.917 8.397 7.151
H -5.918 9.099 5.561
H -5.069 9.948 6.898
H -3.291 10.043 5.179
H -1.251 8.936 4.476
H -2.745 5.271 6.326
H -4.775 6.556 6.908
H -1.846 4.356 4.011
H 0.119 3.134 3.449
H 2.582 6.393 4.159
H 0.712 7.777 4.935
H 3.271 4.564 3.080
H 2.330 3.012 3.143
H 3.009 3.751 4.666
C -0.858 -12.123 2.934
N -1.057 -10.943 3.699
C -1.968 -10.052 3.328
C -2.113 -8.834 3.949
C -1.251 -8.522 5.027
C -0.480 -9.538 5.588
C -0.337 -10.739 4.877
C -1.218 -7.110 5.594
C -0.767 -6.745 6.874
C -0.498 -5.441 7.127
N -0.633 -4.509 6.160
C -1.091 -4.843 4.963
C -1.372 -6.154 4.639
C -0.034 -3.151 6.391
H -0.535 -12.950 3.584
H -0.141 -11.982 2.161
H -1.793 -12.432 2.511
H -2.495 -10.282 2.415
H -2.921 -8.155 3.593
H 0.252 -9.361 6.341
H 0.433 -11.429 5.109
H -0.582 -7.535 7.621
H -0.113 -5.047 8.072
H -1.017 -4.112 4.170
H -1.665 -6.294 3.624
H -0.382 -2.476 5.578
H 1.068 -3.337 6.286
H -0.355 -2.849 7.360
C 15.687 1.679 -4.671
N 14.734 2.713 -4.333
C 14.028 2.563 -3.219
C 12.899 3.290 -2.957
C 12.523 4.272 -3.882
C 13.447 4.618 -4.934
C 14.495 3.743 -5.123
C 11.102 4.752 -3.854
C 10.393 5.151 -2.735
C 9.021 5.377 -2.848
N 8.375 5.144 -4.000
C 9.038 4.719 -5.066
C 10.365 4.622 -5.054
C 6.876 5.223 -4.121
H 16.141 1.216 -3.748
H 16.582 2.031 -5.210
H 15.128 1.009 -5.278
H 14.430 1.813 -2.505
H 12.312 3.068 -2.025
H 13.400 5.474 -5.559
H 15.188 3.848 -5.928
H 10.814 5.263 -1.733
H 8.387 5.626 -2.009
H 8.505 4.544 -5.974
H 10.898 4.363 -5.974
H 6.464 5.904 -3.346
H 6.500 4.153 -3.960
H 6.620 5.508 -5.122
C -5.174 0.701 1.770
N -6.458 0.153 2.201
C -6.540 -1.141 2.363
C -7.721 -1.847 2.659
C -8.901 -1.119 2.697
C -8.843 0.252 2.408
C -7.617 0.854 2.227
C -10.217 -1.795 3.033
C -11.054 -1.179 3.992
C -12.279 -1.699 4.318
N -12.636 -2.942 3.838
C -11.882 -3.581 2.932
C -10.645 -3.012 2.534
C -13.911 -3.459 4.294
H -5.034 0.314 0.734
H -4.408 0.377 2.452
H -5.172 1.784 1.811
H -5.610 -1.760 2.389
H -7.632 -2.822 2.930
H -9.790 0.813 2.421
H -7.516 1.924 2.195
H -10.746 -0.186 4.387
H -12.985 -1.217 5.025
H -12.252 -4.509 2.452
H -10.155 -3.515 1.707
H -14.138 -4.380 3.774
H -14.682 -2.737 4.046
H -13.861 -3.716 5.316
N -5.518 -3.977 1.789
S -5.859 -3.838 0.294
O -4.923 -3.210 -0.572
O -7.294 -3.559 0.200
F -5.603 -5.492 -0.113
S -4.255 -4.322 2.672
O -4.222 -5.654 3.264
O -3.981 -3.248 3.564
F -3.065 -4.376 1.642
N 1.183 -5.383 2.516
S 1.434 -4.100 1.655
O 0.220 -3.882 0.919
O 2.807 -3.885 1.119
F 1.390 -3.017 2.803
S 1.964 -6.821 2.468
O 2.622 -7.085 1.261
O 1.186 -7.802 3.079
F 3.238 -6.521 3.378
N -0.732 2.157 -3.384
S 0.813 2.473 -3.475
O 1.624 1.357 -3.121
O 1.149 3.677 -2.821
F 1.008 2.726 -4.963
S -1.507 1.081 -4.163
O -2.267 0.319 -3.300
O -0.733 0.437 -5.160
F -2.568 2.072 -4.989
N -0.638 0.532 2.904
S 0.323 0.767 1.646
O 0.586 2.212 1.566
O -0.027 0.177 0.385
F 1.646 0.283 1.944
S -1.748 -0.555 2.865
O -2.736 -0.032 3.688
O -1.551 -1.965 2.902
F -2.388 -0.369 1.355
N 8.052 2.572 -1.976
S 6.688 2.364 -1.148
O 5.790 1.368 -1.609
O 6.054 3.640 -0.864
F 7.176 1.876 0.257
S 8.472 1.785 -3.296
O 9.914 2.009 -3.467
O 7.690 1.993 -4.487
F 8.259 0.230 -2.908
N -6.347 5.834 2.901
S -6.789 5.749 4.421
O -6.582 6.931 5.274
O -6.465 4.455 4.976
F -8.320 5.746 4.199
S -4.919 5.247 2.591
O -4.575 3.821 2.769
O -3.922 6.107 3.232
F -4.943 5.287 1.019
```

***

[5]
ORCA calculation (the ωB97M-V functional and the def2-TZVPD basis) on a structure of composition C25H44LaOP2 at a distorted geometry.

Properties
Net charge: +1
Lowest unoccupied orbital energy (eV): -3.287
E_HOMO (eV): -9.63

```
73
C25H44LaOP2 the ωB97M-V functional and the def2-TZVPD basis
La 1.793 1.372 1.953
C 4.144 0.456 0.347
C 3.541 1.542 -0.317
C 4.022 2.215 1.848
C 4.383 0.835 1.693
C 3.442 2.641 0.597
C 4.525 -0.851 -0.276
H 3.734 -1.193 -0.953
H 4.652 -1.625 0.491
H 5.458 -0.822 -0.861
C 4.945 -0.027 2.774
H 5.447 -0.906 2.342
H 4.162 -0.405 3.452
H 5.672 0.508 3.395
C 3.957 2.937 3.137
H 4.966 2.975 3.578
H 3.299 2.422 3.902
H 3.599 3.966 3.015
C 2.602 3.861 0.436
H 3.268 4.711 0.251
H 1.960 4.120 1.312
H 1.920 3.775 -0.421
C 3.084 1.547 -1.737
H 3.424 2.434 -2.289
H 1.987 1.524 -1.813
H 3.456 0.670 -2.282
C 0.125 -2.617 -0.111
C 0.905 -2.419 -1.187
C 0.804 -1.455 -2.332
C -0.567 -0.781 -2.500
C -0.891 0.360 -1.611
C -1.520 0.351 -0.419
C -1.464 -0.665 0.687
C -1.255 -2.107 0.193
H 0.988 -2.043 -3.250
H -1.343 -1.556 -2.442
H 1.620 -0.714 -2.318
H -1.891 -2.250 -0.715
H 0.508 -3.308 0.663
H 1.756 -3.096 -1.308
H -1.678 -2.788 0.953
H -0.724 -0.427 1.478
H -1.974 1.299 -0.088
H -2.430 -0.645 1.226
H -0.608 -0.400 -3.531
H -0.579 1.328 -2.020
P -3.588 -1.828 -1.711
C -4.092 -3.522 -1.222
C -3.900 -1.862 -3.508
P -4.367 1.017 -0.883
C -4.899 -0.784 -0.965
C -4.969 1.464 -2.580
C -5.867 1.605 0.007
H -4.224 -3.580 -0.130
H -3.296 -4.225 -1.513
H -5.027 -3.787 -1.734
H -4.865 -2.349 -3.700
H -3.100 -2.448 -3.980
H -3.887 -0.859 -3.941
H -6.776 1.242 -0.489
H -5.856 2.699 0.026
H -5.831 1.225 1.035
H -5.091 -1.126 0.070
H -5.824 -0.880 -1.565
H -5.034 2.560 -2.635
H -5.967 1.031 -2.754
H -4.271 1.118 -3.350
C 2.468 -0.268 5.497
C 2.137 0.349 4.168
O 1.314 -0.288 3.415
H 1.689 0.013 6.211
H 3.427 0.091 5.862
H 2.471 -1.360 5.425
```

***

[6]
ORCA calculation (the ωB97M-V functional and the def2-TZVPD basis) on a cluster of 2 separate species, CH3N2O3S in total at a distorted geometry.

Properties
Net charge: -1
Lowest unoccupied orbital energy (eV): 3.870
E_HOMO (eV): -4.50

```
10
CH3N2O3S the ωB97M-V functional and the def2-TZVPD basis
C -0.118 1.412 -2.210
N 1.052 1.264 -2.516
N 0.091 0.039 -1.995
O -1.213 0.066 2.480
O 0.471 0.000 0.747
O 0.366 -1.937 2.549
S 0.216 -0.197 2.226
H -1.048 1.836 -2.031
H 0.067 -2.334 1.738
H 0.116 -0.149 -0.987
```

***

[7]
ORCA calculation (the ωB97M-V functional and the def2-TZVPD basis) on the ion C7H8NO3 with charge +1 at a distorted geometry.

Properties
Net charge: +1
Lowest unoccupied orbital energy (eV): -5.669
E_HOMO (eV): -13.54

```
19
C7H8NO3 the ωB97M-V functional and the def2-TZVPD basis
C -2.070 1.508 -0.031
C -0.625 0.727 -0.163
C 0.622 1.589 -0.817
N 1.979 0.931 -0.970
C 2.273 -0.503 -0.518
O 3.601 -1.165 -0.675
C 1.090 -1.470 0.157
C -0.417 -0.844 0.327
C -1.725 -1.679 0.933
O -2.548 -2.200 -0.016
O -2.034 -1.839 2.362
H -2.673 1.556 -1.035
H -2.668 0.957 0.837
H -1.812 2.616 0.311
H 0.448 2.688 -1.191
H 2.749 1.493 -1.405
H 4.121 -0.743 -1.426
H 1.298 -2.571 0.509
H -1.607 -1.050 2.810
```

***

Number 1: molar mass 889.09 g mol⁻¹, E_tot -2089.40844 a.u.. Number 2: molar mass 173.19 g mol⁻¹, E_tot -609.23461 a.u.. Number 3: molar mass 115.18 g mol⁻¹, E_tot -366.00959 a.u.. Number 4: molar mass 2264.59 g mol⁻¹, E_tot -11750.31343 a.u.. Number 5: molar mass 561.48 g mol⁻¹, E_tot -1768.17084 a.u.. Number 6: molar mass 123.11 g mol⁻¹, E_tot -773.26330 a.u.. Number 7: molar mass 154.15 g mol⁻¹, E_tot -551.43262 a.u..